# C35H21BrF6N7O5S2Ta

A structure of composition C35H21BrF6N7O5S2Ta at a distorted geometry (ωB97M-V/def2-TZVPD, OMol25).

Geometry (Å):
C 3.324 0.748 1.791
C -1.122 -1.862 0.382
H -3.923 -0.490 -0.900
C 0.790 3.538 -3.417
H -1.884 1.643 -0.095
O 2.223 0.074 -0.264
H 1.267 -3.684 2.745
N 1.018 2.553 5.467
C 0.116 1.444 5.373
C -1.918 -1.127 -0.518
F 1.932 -5.022 -2.029
C -0.515 -0.766 4.675
H -2.244 3.096 1.903
C -1.812 -0.510 5.099
S 2.251 -0.818 -4.101
C 1.044 -2.318 1.111
O 0.322 -4.135 -4.195
S 1.073 -3.085 -3.635
N 1.936 2.661 4.644
H 4.270 0.306 1.498
H -1.188 -4.024 2.985
C -3.316 1.133 -4.126
H 2.119 2.524 -2.038
C -1.310 2.401 -3.795
C -3.271 -1.106 -0.298
H 2.103 -2.121 1.014
C 2.283 -3.814 -2.380
H -0.269 -1.725 4.238
C -1.157 1.651 5.884
C 2.007 1.962 3.431
C 0.907 1.996 2.516
O 1.137 0.077 -4.280
O 2.676 -0.804 -2.658
C -0.789 -3.353 2.232
C -2.137 0.681 5.727
H -2.882 2.935 -5.183
C 2.253 0.689 0.954
H -0.697 4.219 -4.790
H -0.443 3.329 3.571
H 4.030 1.396 3.723
H 1.478 4.351 -3.601
F 3.508 -3.783 -2.846
F 3.424 -0.166 -6.321
Ta 0.886 -0.446 -1.457
N 0.234 -1.711 0.254
C -1.306 2.571 1.781
F 4.749 -0.933 -4.782
C -0.305 2.687 2.709
C 1.040 1.291 1.316
C -3.846 -1.872 0.742
Br -3.139 -1.816 4.813
N 2.014 -2.276 -4.613
H -4.250 0.963 -4.645
C -0.902 1.462 -2.841
N 0.340 1.514 -2.262
C 0.451 0.212 4.812
C -2.914 0.208 -3.138
C 0.565 -3.176 2.099
N 0.038 1.157 0.416
H -4.918 -1.826 0.887
H -3.534 -3.245 2.349
C 1.153 2.524 -2.531
C 3.708 -0.180 -5.048
O 0.338 -2.119 -2.750
H 1.471 0.005 4.519
C -1.102 1.769 0.647
H -3.535 -0.657 -2.949
C 3.192 1.384 3.037
H -1.379 2.594 6.370
C -1.681 -2.648 1.398
H -3.142 0.849 6.089
C -2.557 2.224 -4.435
C -0.419 3.464 -4.064
F 2.233 -3.018 -1.271
C -3.086 -2.653 1.561
N -1.171 -0.420 -1.458
C -1.731 0.377 -2.462
F 3.887 1.047 -4.586

Its total charge is +2. As for the HOMO energy: -13.076 eV. As for the largest force on an atom: 2.6 eV/A.


# C35H24BrGdN4O4S

A structure of composition C35H24BrGdN4O4S at a distorted geometry (ωB97M-V/def2-TZVPD, OMol25).

Geometry (Å):
H 2.940 3.856 4.995
C 2.621 -4.594 2.093
C -2.525 0.949 0.966
C 1.097 4.121 3.963
C -1.595 3.853 -2.059
C 1.463 -5.035 0.027
C -2.048 -3.763 -4.580
C 0.833 -1.241 2.488
C 1.960 -3.341 2.150
C -1.687 2.177 1.300
C 1.307 -2.323 -4.164
H -2.562 5.741 -2.558
N 0.568 -1.693 1.327
C -3.173 -3.854 -3.870
H -2.136 2.432 2.304
C -1.060 -2.292 -2.892
C 2.734 2.601 3.254
C 0.197 3.614 3.020
O -2.039 -0.155 0.745
H 0.428 -3.524 -5.699
N 2.280 1.287 1.321
H -3.205 4.628 1.515
H -3.974 -4.522 -4.229
C 1.867 2.105 2.297
H 3.291 -4.910 2.897
S 1.916 -2.181 3.453
C 3.560 0.920 1.211
C -2.258 -2.453 -2.165
H -1.277 3.626 -3.075
C -1.408 2.968 -1.010
O 3.392 -1.100 -2.999
C 1.230 -2.923 1.047
H 2.914 -6.392 0.924
C 2.341 -0.916 -2.417
H 1.144 -5.637 -0.792
H 3.799 0.260 0.428
N -0.091 -1.542 -2.361
H 2.366 -2.384 -4.492
C 0.307 -3.024 -4.745
H 0.150 -3.588 -0.764
Gd 0.237 0.309 -0.234
C 2.315 3.576 4.157
C -3.294 -3.278 -2.583
C 2.412 -5.448 1.002
H -4.333 0.353 0.182
N -0.299 1.797 1.463
Br -3.764 6.959 -0.270
H 0.550 -0.193 2.745
H -4.485 0.841 1.879
H 4.792 2.580 3.841
O -0.886 1.821 -1.270
C -1.924 3.267 0.302
H 5.529 1.081 1.996
C -2.932 5.246 -0.535
O 2.246 -0.252 -1.348
C 4.518 1.357 2.146
H -4.244 -3.489 -1.969
C -2.367 4.985 -1.775
C -3.987 1.084 0.935
C 0.869 -3.804 0.041
H 0.707 4.858 4.658
C 1.111 -1.636 -2.977
H -0.762 4.207 2.889
C 0.517 2.521 2.247
H -4.312 2.111 0.788
C -2.719 4.391 0.547
H -2.359 -1.925 -1.235
H -1.956 -4.242 -5.505
C -0.941 -3.020 -4.113
C 4.091 2.191 3.138

Its total charge is 0. The expectation value of S² is 16.0352. The multiplicity is 8. As for the HOMO energy (spin up / spin down): -7.438 / -7.259 eV. As for the largest force on an atom: 2.9 eV/A.


Summary of ΔE to the lowest compared entry with this formula, charge and spin in kcal/mol
44.4 5.8
(order as listed above)